ORCA calculation (wB97M-V/def2-TZVPD) on C6H10O in the gas phase.

The SMILES is C[C@@H]1[C@@H]2C[C@@H](O)[C@H]12. The HOMO-LUMO gap comes out at 10.61 eV. For the energy above the lowest of the compared OMol25 structures with the same formula, charge and spin, the calculation gives 31.57 kcal per mole.

XYZ file:
```
17
Properties=species:S:1:pos:R:3:lowdin_charge:R:1
C -1.9283 -0.6389 0.3717 -0.06
C -1.1186 0.5589 -0.0775 -0.27
C 0.0404 0.5345 -1.0262 -0.17
C 0.9064 -0.7094 -0.8079 -0.08
C 1.1882 -0.2329 0.6436 -0.34
O 2.5156 0.1964 0.8520 -0.03
C 0.2368 0.9457 0.4326 -0.14
H -2.5549 -0.3688 1.2287 0.08
H -1.3060 -1.4865 0.6757 0.07
H -2.5912 -0.9813 -0.4311 0.08
H -1.7325 1.4467 -0.2339 0.14
H 0.0635 1.1636 -1.9111 0.13
H 1.8358 -0.7166 -1.3838 0.11
H 0.4026 -1.6742 -0.9373 0.11
H 0.9749 -0.9354 1.4548 0.14
H 2.6438 0.9716 0.2877 0.09
H 0.4235 1.9267 0.8621 0.14
```

---

ORCA calculation (wB97M-V/def2-TZVPD) on a molecular structure, C31H29I2N10O9P2SZr at a distorted geometry.

Its total charge is +1. The HOMO-LUMO gap comes out at 7.70 eV. For the energy above the lowest of the compared OMol25 structures with the same formula, charge and spin, the calculation gives 12.00 kcal per mole.

XYZ file:
```
85
Properties=species:S:1:pos:R:3:lowdin_charge:R:1
Zr 0.1719 0.7770 0.8085 1.79
C 5.9438 -0.6897 2.1144 -0.07
C 5.2248 -0.4938 3.2857 -0.06
C 3.8430 -0.5996 3.2831 -0.04
C 3.1860 -0.8782 2.0993 -0.25
C 3.8941 -1.0975 0.9306 -0.04
C 5.2767 -1.0065 0.9391 -0.06
N 1.7243 -0.9711 2.0675 0.03
N 1.3295 -1.5012 3.1059 0.11
C -0.0763 -1.6472 3.3100 -0.31
C -0.4226 -2.7535 4.0588 0.01
C -1.7641 -2.9659 4.3369 -0.03
C -2.6740 -2.0211 3.9083 -0.02
C -2.2163 -0.9180 3.2047 -0.19
N -0.9393 -0.7331 2.8710 0.03
H 7.0227 -0.6061 2.1199 0.11
H 5.7398 -0.2523 4.2061 0.11
H 3.2704 -0.4419 4.1864 0.11
H 3.3777 -1.3710 0.0232 0.09
H 5.8315 -1.1857 0.0276 0.11
H 0.3599 -3.4166 4.3997 0.12
H -2.0807 -3.8317 4.9027 0.12
H -3.7298 -2.1096 4.1203 0.12
H -2.9081 -0.1394 2.9194 0.04
O 2.9903 2.2924 3.1073 -0.08
P 1.5630 2.8712 2.7550 0.21
O 1.0881 3.9492 3.6100 -0.26
O 0.6695 1.5555 2.6475 -0.74
O 1.7231 3.4110 1.2199 -0.29
P 2.4828 2.5842 0.0110 0.27
O 4.0106 2.8521 0.3088 -0.07
O 2.0628 3.0221 -1.3183 -0.22
O 2.1537 1.1330 0.4646 -0.45
H 3.5517 2.9507 3.5428 0.12
H 4.4206 3.3338 -0.4236 0.10
N -4.3728 -0.6162 -5.5464 0.12
C -3.8474 -0.6607 -4.2809 -0.31
C -3.3788 -1.8700 -3.7468 -0.01
C -2.8350 -1.9210 -2.4840 -0.04
C -2.7162 -0.7480 -1.7349 -0.29
C -3.1926 0.4573 -2.2444 -0.07
C -3.7416 0.5017 -3.5095 -0.02
S -2.1822 -0.7683 -0.0746 0.67
O -1.8635 0.6770 0.2276 -0.57
O -3.2098 -1.3560 0.7192 -0.24
N -0.6948 -1.3209 0.1697 -0.21
C -0.4517 -2.6987 0.2085 -0.44
N 0.7877 -3.0596 0.5247 0.12
C 1.0239 -4.3667 0.6024 -0.10
C 0.0503 -5.3172 0.3586 -0.04
C -1.1858 -4.8265 -0.0255 -0.10
N -1.4437 -3.5260 -0.1157 0.12
H -4.6463 -1.4769 -5.9859 0.10
H -4.8937 0.1965 -5.8242 0.10
H -3.4662 -2.7790 -4.3299 0.12
H -2.5081 -2.8604 -2.0629 0.10
H -3.1583 1.3518 -1.6395 0.11
H -4.1186 1.4399 -3.9006 0.12
H 2.0354 -4.6522 0.8728 0.12
H 0.2501 -6.3754 0.4334 0.11
H -2.0010 -5.4924 -0.2867 0.12
N -0.7599 2.1492 -2.6287 0.14
C -0.0023 1.0111 -2.6443 -0.29
C 0.2358 0.4376 -3.9107 0.02
C 0.9916 -0.6919 -4.0072 -0.03
C 1.5344 -1.2468 -2.8395 -0.03
C 1.2367 -0.6437 -1.6566 -0.15
N 0.4471 0.4582 -1.5322 0.01
C -0.9120 3.1962 -1.7279 -0.29
C -1.3904 4.3751 -2.3176 0.00
C -1.5644 5.5004 -1.5582 -0.03
C -1.2382 5.4272 -0.2100 -0.03
C -0.7945 4.2296 0.2857 -0.19
N -0.6546 3.0860 -0.4256 0.07
H -1.0493 2.4160 -3.5544 0.13
H -0.1704 0.9157 -4.7924 0.12
H 1.1839 -1.1375 -4.9743 0.12
H 2.1567 -2.1295 -2.8584 0.12
H 1.6302 -1.0506 -0.7372 0.05
H -1.5971 4.3879 -3.3800 0.12
H -1.9154 6.4205 -2.0061 0.12
H -1.3299 6.2744 0.4534 0.12
H -0.5183 4.1961 1.3230 0.01
I -1.6325 2.3753 2.9172 0.74
I -4.2275 3.0103 3.3037 0.13
```

---

ORCA calculation (wB97M-V/def2-TZVPD) on a molecular structure, C49H43N9O2Rb.

Its total charge is -1. The HOMO-LUMO gap comes out at 3.84 eV. For the energy above the lowest of the compared OMol25 structures with the same formula, charge and spin, the calculation gives 5.07 kcal per mole.

XYZ file:
```
104
Properties=species:S:1:pos:R:3:lowdin_charge:R:1
Rb 0.1391 -0.3212 -0.8171 0.81
N 2.9009 0.3918 -0.7192 0.03
C 3.8844 1.1763 -1.3250 -0.26
C 5.1763 0.6635 -1.4402 -0.05
C 6.1866 1.3889 -2.0493 -0.12
C 5.9146 2.6492 -2.5599 -0.12
C 4.6282 3.1594 -2.4453 -0.05
C 3.5897 2.4597 -1.8306 -0.13
C 2.2281 3.0819 -1.7490 -0.25
C 2.1573 4.4565 -1.4645 -0.09
C 0.9422 5.1266 -1.5214 -0.14
C -0.2068 4.4181 -1.8567 -0.14
C -0.1255 3.0424 -2.0669 -0.20
C 1.0759 2.3083 -2.0199 -0.16
H 3.2339 -0.2106 0.0197 0.08
H 2.0806 0.9233 -0.4786 -0.06
H 5.3772 -0.3317 -1.0574 0.10
H 7.1784 0.9620 -2.1381 0.09
H 6.6883 3.2220 -3.0568 0.09
H 4.4058 4.1328 -2.8673 0.10
H 3.0562 5.0095 -1.2012 0.10
H 0.8954 6.1910 -1.3157 0.08
H -1.1595 4.9382 -1.9266 0.09
H -1.0599 2.5155 -2.2759 0.07
O -6.5660 -4.1300 -1.9292 -0.05
C -6.2333 -3.6527 -0.6365 -0.21
C -4.9366 -2.8939 -0.6959 -0.19
C -4.2283 -2.6355 0.4691 -0.02
C -3.0607 -1.9020 0.3721 -0.13
N -2.5732 -1.4363 -0.7734 0.05
C -3.2438 -1.6914 -1.8991 -0.18
C -4.4341 -2.4147 -1.8922 0.05
C -2.6392 -1.1739 -3.1706 -0.22
C -3.1501 -1.4941 -4.4180 0.03
C -2.5055 -1.0225 -5.5575 -0.19
C -3.0166 -1.3986 -6.9266 -0.21
O -3.4079 -2.7607 -7.0141 -0.06
C -1.3789 -0.2380 -5.3983 0.01
C -0.9306 0.0338 -4.1110 -0.11
N -1.5491 -0.4201 -3.0284 0.02
H -7.3395 -4.6970 -1.8620 0.09
H -6.1316 -4.4736 0.0795 0.12
H -7.0146 -2.9808 -0.2628 0.13
H -4.5737 -3.0013 1.4291 0.11
H -2.4789 -1.6800 1.2633 0.10
H -4.9696 -2.6209 -2.8061 0.11
H -4.0123 -2.1366 -4.5334 0.12
H -2.2623 -1.1522 -7.6787 0.12
H -3.9147 -0.8232 -7.1568 0.13
H -2.6545 -3.3068 -6.7601 0.07
H -0.8265 0.1235 -6.2567 0.12
H -0.0334 0.6254 -3.9314 0.10
N 1.6223 1.0232 7.1093 0.17
C 1.5045 0.7944 8.4623 -0.19
C 1.7740 1.5778 9.5802 -0.03
C 1.5310 1.0026 10.8121 -0.10
C 1.0371 -0.3079 10.9245 -0.10
C 0.7735 -1.0774 9.8091 -0.02
C 1.0130 -0.5150 8.5558 -0.23
N 0.8407 -1.0520 7.2921 0.18
C 1.2167 -0.1176 6.4675 -0.27
C 1.2037 -0.2377 5.0016 -0.14
C 1.6367 0.7836 4.1698 0.00
C 1.5770 0.6053 2.7980 -0.14
N 1.1241 -0.5028 2.2224 0.04
C 0.7230 -1.4876 3.0264 -0.12
C 0.7416 -1.4046 4.4083 0.00
H 1.9419 1.8676 6.6711 0.15
H 2.1539 2.5879 9.4944 0.11
H 1.7256 1.5743 11.7099 0.10
H 0.8606 -0.7200 11.9095 0.10
H 0.3927 -2.0869 9.8909 0.11
H 2.0109 1.7226 4.5578 0.11
H 1.8977 1.3971 2.1296 0.11
H 0.3620 -2.3857 2.5366 0.11
H 0.4025 -2.2210 5.0311 0.11
C 1.0463 -3.2980 -2.0543 -0.10
C 1.2159 -3.4591 -3.4080 -0.35
C 0.1113 -3.3549 -4.3396 -0.07
C 0.2758 -3.4989 -5.6858 -0.08
C 1.5381 -3.7615 -6.2611 -0.29
C 2.6379 -3.8668 -5.3764 -0.08
C 2.4957 -3.7246 -4.0271 -0.08
C 1.6880 -3.9210 -7.6629 -0.26
N 1.8048 -4.0560 -8.8076 0.07
H 1.8628 -3.4433 -1.3559 0.02
H 0.0468 -3.1627 -1.6561 -0.01
H -0.8761 -3.1536 -3.9357 0.09
H -0.5795 -3.4075 -6.3505 0.09
H 3.6183 -4.0614 -5.7976 0.10
H 3.3668 -3.8005 -3.3857 0.09
N -2.0884 5.3124 3.4508 0.10
C -1.6952 4.1954 2.7363 -0.33
C -0.5649 4.2184 1.9215 -0.01
C -0.2444 3.0941 1.1833 -0.15
N -0.9531 1.9611 1.2096 0.04
C -2.0338 1.9502 1.9880 -0.15
C -2.4462 3.0190 2.7620 -0.03
H -1.3970 6.0261 3.5998 0.09
H -2.7186 5.1684 4.2198 0.09
H 0.0400 5.1134 1.8361 0.11
H 0.6144 3.1131 0.5169 0.09
H -2.6113 1.0299 1.9913 0.10
H -3.3425 2.9486 3.3673 0.10
```

---

ORCA calculation (wB97M-V/def2-TZVPD) on a molecular structure, CH6N3 at a distorted geometry.

Its total charge is +1. The HOMO-LUMO gap (spin up / spin down) comes out at 7.62 / 7.90 eV. The multiplicity is 3. For the energy above the lowest of the compared OMol25 structures with the same formula, charge and spin, the calculation gives 77.41 kcal per mole.

XYZ file:
```
10
Properties=species:S:1:pos:R:3:mulliken_spin:R:1
C 0.1838 0.9960 -0.0320 0.85
N 0.3561 0.3778 -1.0560 0.47
N 0.0070 1.4858 1.1525 0.00
N 0.4192 -0.1580 -2.2363 0.59
H 0.0830 -0.9835 1.1429 0.00
H -0.1098 2.4564 1.4391 0.04
H 0.1316 0.9262 1.9821 0.06
H 1.1850 -0.3155 -2.8570 -0.01
H 0.2816 -1.7666 1.0542 0.01
H -0.3449 -0.8255 -2.2052 -0.01
```

---

Question: What is the formula in the second record?
Answer: C31H29I2N10O9P2SZr